## w
{
  "formula": "H26O13",
  "method": "ωB97M-V/def2-TZVPD",
  "symbols": ["O", "O", "O", "O", "O", "O", "O", "O", "O", "O", "O", "O", "O", "H", "H", "H", "H", "H", "H", "H", "H", "H", "H", "H", "H", "H", "H", "H", "H", "H", "H", "H", "H", "H", "H", "H", "H", "H", "H"],
  "coordinates": [[2.5571, -2.1532, 0.6791], [2.2057, 0.2825, 1.8937], [-2.2622, -4.0840, 0.4133], [-0.3281, -2.7838, 1.6565], [1.1534, 3.0497, -2.1979], [-0.7533, -1.7741, -1.9710], [-0.2083, 0.0741, 0.4335], [0.8993, 2.9184, 1.0757], [2.0691, 0.6172, -1.2568], [-0.6776, 1.4070, 3.1717], [-1.5119, 0.5094, -2.7988], [-1.3692, 2.4210, -0.7448], [-2.8284, 0.2556, 0.7561], [-0.0403, 3.0118, 0.9188], [2.4257, -1.2830, 1.0556], [0.2434, 3.3402, -2.1360], [1.2649, 2.6986, 0.2188], [-2.3137, 2.4922, -0.6060], [1.9399, -0.1372, -1.8315], [-1.1149, -0.2646, -2.3994], [1.1611, 2.1925, -1.7720], [1.8629, 1.1715, 1.8025], [-0.2828, 2.2656, 3.3238], [0.1414, -2.0755, -1.8135], [-0.5106, -2.9221, 2.5859], [-3.2548, -0.3495, 0.1492], [0.6214, -2.8792, 1.5816], [-1.3535, 0.4033, -3.7369], [-0.3141, 1.1207, 2.3338], [-1.2349, 1.5144, -1.0210], [-2.3928, -3.8226, -0.4982], [-1.0750, -2.3354, -2.6765], [-0.2303, -0.8827, 0.4216], [-1.6925, -3.4066, 0.7779], [2.5822, 0.2595, 2.7734], [0.7101, 0.2950, 0.2784], [-1.8940, 0.0694, 0.6636], [2.7918, -1.9867, -0.2338], [3.0138, 0.7705, -1.2706]],
  "spin_multiplicity": 2,
  "s_squared": 0.758,
  "total_charge": 1,
  "homo_ev": [-13.71, -13.63]
}


## x
{
  "formula": "H26O13",
  "method": "ωB97M-V/def2-TZVPD",
  "symbols": ["O", "O", "O", "O", "O", "O", "O", "O", "O", "O", "O", "O", "O", "H", "H", "H", "H", "H", "H", "H", "H", "H", "H", "H", "H", "H", "H", "H", "H", "H", "H", "H", "H", "H", "H", "H", "H", "H", "H"],
  "coordinates": [[0.0337, -1.5338, -3.2407], [-1.2340, 1.6478, 0.3536], [-2.4215, 3.0946, 1.5481], [1.8296, -1.3435, 3.1529], [-0.2743, -1.9671, 1.9087], [-3.1077, -2.6060, -1.3522], [3.3846, -2.3032, -1.0452], [-3.5140, 0.0520, 1.0207], [0.6111, 3.4685, -1.4281], [-2.7224, 0.5375, -2.9974], [1.9497, 0.0063, -1.2068], [1.9765, 1.3696, 2.0364], [3.5290, -0.5244, 0.9726], [-3.1652, -1.9659, -0.6448], [-0.6466, 1.7849, -0.4442], [-3.0320, 3.3531, 0.8582], [-3.0682, -0.3172, -3.2626], [-2.7925, 0.5426, -2.0213], [-0.1680, -2.2719, -2.6686], [-0.9501, 0.7393, 0.5666], [-2.4939, -3.2301, -0.9483], [2.1115, 2.2742, 2.2922], [4.1820, -1.1917, 0.7556], [1.2425, -1.7118, 2.4700], [2.8540, 1.1357, 1.7513], [-2.7042, 0.5170, 1.2449], [-1.0573, -1.3894, 1.8788], [-3.9969, 0.0936, 1.8683], [2.5416, -0.1424, -0.4319], [2.8579, -1.5326, -1.3217], [-1.8630, 3.8774, 1.7723], [1.1761, 0.5704, -1.1059], [0.7144, 3.3209, -2.4166], [2.0000, -0.3706, 3.1314], [3.2071, -0.7638, 1.8755], [0.7116, -0.9712, -2.8330], [0.1660, 4.3188, -1.5632], [2.6256, -2.7890, -0.6671], [-0.5922, -2.8934, 1.9554]],
  "spin_multiplicity": 2,
  "s_squared": 0.757,
  "total_charge": 1,
  "homo_ev": [-13.39, -13.39]
}


Stability, lowest: x